(1)
89
Properties=species:S:1:pos:R:3 method="wB97M-V/def2-TZVPD" fmax_ha_per_bohr=0.1576 multiplicity=4 e_homo_ev="-17.81 / -18.45" total_charge=+4 e_lumo_ha="-0.500 / -0.533" orbital_gap_ev="4.20 / 3.94"
Re -0.239 0.942 -1.868
Br 2.226 -1.081 0.313
P 1.991 1.296 -3.352
P 1.059 2.345 0.594
N -0.873 -1.011 -1.448
N -1.124 -3.282 -1.204
N -0.927 -2.077 0.728
N -7.267 5.457 -5.561
C -3.922 1.923 -3.268
C -0.948 -3.412 -2.638
C 1.274 2.981 -5.728
C 2.197 -0.511 -3.359
C -1.243 -0.865 1.460
C -5.995 5.513 -5.954
C 3.711 3.054 1.510
C -1.774 -4.380 -0.540
C -1.197 1.847 -0.352
C 3.182 -1.174 -4.333
C -0.959 -2.078 -0.617
C 3.042 2.395 -2.307
C 2.716 1.931 1.237
C -4.418 2.674 -4.105
C -5.401 3.577 -4.633
C 0.092 2.398 2.150
C 0.857 2.145 -4.516
C 4.470 2.793 -2.681
C -1.179 2.668 -1.643
C -5.023 4.611 -5.507
C -3.137 1.416 -2.252
C -3.451 1.228 -0.896
C -1.787 1.772 -2.663
C -0.143 4.855 0.308
C -7.641 4.494 -4.718
C -6.746 3.546 -4.211
C 0.661 3.280 3.246
C 1.154 4.082 0.100
C -2.511 1.572 0.095
C -0.272 -3.126 1.478
H -2.332 -4.934 -1.292
H 2.425 -0.795 -2.304
H 1.960 4.483 0.720
H 0.174 1.351 -4.860
H 2.489 1.374 2.157
H -3.992 4.749 -5.801
H -5.730 6.310 -6.654
H 1.483 4.135 -0.948
H 1.997 2.452 -6.346
H -0.980 -3.808 1.969
H -1.045 -5.052 -0.094
H -1.036 4.259 0.083
H -0.917 2.695 1.855
H -1.307 -1.322 -2.319
H 0.275 2.821 -3.848
H -4.441 0.838 -0.668
H 0.399 -3.707 0.835
H 0.870 4.307 2.917
H 3.043 1.910 -1.311
H -1.713 -2.861 -3.229
H -0.565 -0.065 1.108
H 4.150 -0.660 -4.349
H 4.566 2.609 2.035
H 0.056 1.345 2.448
H -2.778 1.555 1.132
H 3.303 3.835 2.166
H -1.663 1.975 -3.753
H -1.072 -1.023 2.536
H 2.441 3.314 -2.194
H -0.146 5.718 -0.372
H -2.289 -0.556 1.303
H 0.057 -3.067 -2.942
H -0.102 3.332 4.031
H -2.463 -4.034 0.222
H 3.345 -2.214 -4.012
H 4.085 3.515 0.584
H -8.695 4.466 -4.428
H -0.240 5.217 1.340
H 4.513 3.227 -3.684
H 1.177 -0.906 -3.561
H -1.161 3.738 -1.755
H -1.039 -4.479 -2.869
H 4.826 3.557 -1.969
H 3.141 1.171 0.553
H 1.668 3.955 -5.432
H 1.569 2.859 3.694
H 0.353 -2.673 2.251
H 5.157 1.945 -2.622
H 2.773 -1.203 -5.350
H -7.089 2.827 -3.470
H 0.370 3.164 -6.325

(2)
94
Properties=species:S:1:pos:R:3 method="wB97M-V/def2-TZVPD" fmax_ha_per_bohr=0.0066 multiplicity=1 e_homo_ev=-11.50 total_charge=+1 e_lumo_ha=-0.092 orbital_gap_ev=9.00
In 0.957 -0.116 -0.336
S 3.048 -0.255 1.078
S -0.655 -1.862 -0.491
S -0.922 2.780 -0.180
S 2.597 0.768 -2.038
P 3.959 0.116 -0.697
Si -1.190 -1.453 1.542
O -0.376 1.529 -0.858
O -0.886 -2.706 2.510
O -2.734 -1.000 1.704
O -0.291 -0.072 1.872
O 5.132 1.148 -0.509
O 4.627 -1.138 -1.337
C -0.477 4.109 -1.283
C -0.499 -4.941 1.693
C -4.020 -2.165 3.394
C -0.518 5.404 -0.789
C -4.016 -2.937 0.998
C -3.964 -1.736 1.935
C -3.185 2.067 -1.572
C -4.870 3.203 0.344
C 0.890 1.628 3.104
C 0.191 6.193 -2.945
C 4.986 2.420 0.209
C 7.078 -1.187 -1.088
C -4.559 2.021 -1.737
C -5.397 2.593 -0.785
C 1.427 -3.428 2.252
C 5.596 -2.510 0.476
C -0.316 0.703 3.131
C 0.243 4.887 -3.417
C -0.212 -0.253 4.314
C -1.598 1.525 3.225
C 5.784 -1.955 -0.917
C 6.057 2.449 1.275
C -2.676 2.688 -0.443
C -0.091 3.830 -2.584
C -0.188 6.453 -1.634
C -0.070 -4.277 4.065
C -5.079 -0.755 1.617
C -3.495 3.245 0.527
C 0.005 -3.838 2.610
C 5.100 3.537 -0.804
H -4.951 -2.700 3.595
H 1.530 -3.261 1.179
H -0.083 0.319 5.234
H -3.895 -2.609 -0.038
H 5.017 4.497 -0.293
H -1.113 -0.864 4.411
H -3.215 -3.643 1.236
H 6.020 3.400 1.808
H 6.067 3.493 -1.309
H 2.125 -4.213 2.548
H -4.972 -3.454 1.092
H 7.913 -1.882 -0.983
H 0.799 2.373 3.895
H 5.743 -2.764 -1.640
H -6.052 -1.227 1.774
H 6.371 -3.257 0.655
H -3.180 -2.819 3.632
H -0.537 -4.594 0.660
H -5.009 0.121 2.265
H 0.645 -0.918 4.194
H 4.622 -2.987 0.588
H 5.694 -1.729 1.234
H -5.010 -0.427 0.577
H 1.702 -2.512 2.779
H -0.810 5.592 0.240
H 0.168 -5.804 1.745
H 0.258 -3.470 4.724
H -4.977 1.537 -2.611
H 7.177 -0.409 -0.331
H -0.041 2.805 -2.930
H -0.216 7.469 -1.265
H 1.816 1.074 3.250
H 0.572 -5.145 4.227
H -3.069 3.701 1.415
H 4.308 3.470 -1.550
H 0.947 2.151 2.146
H 4.000 2.434 0.674
H -1.498 -5.259 1.997
H -1.545 2.409 2.587
H 5.912 1.642 1.994
H 7.131 -0.728 -2.075
H -3.980 -1.289 4.046
H -2.464 0.931 2.934
H -1.094 -4.546 4.328
H 0.544 4.687 -4.437
H -5.525 3.633 1.091
H 0.452 7.013 -3.600
H -2.520 1.611 -2.297
H 7.042 2.343 0.817
H -6.470 2.556 -0.923
H -1.728 1.856 4.257

(3)
101
Properties=species:S:1:pos:R:3 method="wB97M-V/def2-TZVPD" fmax_ha_per_bohr=0.0126 multiplicity=1 e_homo_ev=-2.09 total_charge=-2 e_lumo_ha=0.139 orbital_gap_ev=5.86
Cs -0.285 0.446 -0.039
As -1.287 1.703 3.095
As -1.251 -1.605 2.864
S -3.204 -3.008 -0.840
P 1.042 0.872 -3.365
F -4.752 -1.474 -3.292
F -2.602 -1.260 -3.440
F -3.871 0.445 -3.720
O 0.742 1.272 -4.931
O 0.392 -0.623 -3.269
O 3.925 0.760 0.552
O 1.948 0.468 1.570
O -0.105 3.372 0.826
O 2.618 0.517 -3.563
N -3.733 -0.990 0.797
N 0.948 -2.769 0.467
N 2.264 -2.563 0.969
N 1.960 3.110 -0.238
N -1.252 3.467 -1.668
C 4.062 2.467 -3.482
C 0.166 -2.972 -3.654
C -3.589 -0.910 6.369
C -1.385 0.849 -5.999
C 0.326 2.224 4.079
C 0.105 4.005 -1.457
C -2.837 1.225 5.585
C -2.229 -0.765 4.366
C 2.612 2.705 1.007
C -3.923 1.325 0.222
C -2.226 3.409 3.325
C 3.295 -1.954 -1.224
C 3.334 -4.314 -0.363
C -3.830 0.982 -1.126
C -0.557 1.819 -5.182
C 2.867 1.185 1.054
C 0.704 3.440 -0.161
C 3.363 -2.839 0.025
C 3.543 1.264 -2.728
C -2.189 0.634 4.502
C -3.585 -1.374 -0.497
C 0.417 -1.919 3.870
C -3.532 0.468 6.517
C -2.939 -1.514 5.302
C -3.712 -0.679 -2.959
C -3.912 0.271 1.125
C 4.650 -2.521 0.783
C -3.687 -0.350 -1.494
C -1.960 -3.422 2.959
C 0.746 -1.675 -4.179
H 0.093 5.099 -1.349
H -0.905 -2.884 -3.469
H 2.306 -1.577 1.249
H 0.865 -2.533 -0.520
H 4.661 -1.462 1.051
H 0.089 2.483 5.113
H 1.834 -1.731 -4.264
H -4.033 0.953 7.348
H -0.407 2.756 -5.725
H 3.247 3.156 -3.713
H -1.836 -3.883 3.940
H 2.394 -2.135 -1.814
H 0.717 -3.751 0.551
H -1.851 4.166 -2.092
H 3.594 3.184 1.056
H 0.334 -1.431 -5.161
H 0.730 3.085 3.551
H 4.540 2.171 -4.419
H -2.368 1.272 -6.218
H 0.948 -0.973 3.980
H -3.296 3.276 3.155
H 0.645 -3.255 -2.716
H 4.191 -4.550 -0.998
H -4.055 0.463 2.188
H -0.882 0.623 -6.942
H 4.148 -2.153 -1.882
H -1.539 -0.079 -5.447
H -3.845 1.749 -1.888
H 4.788 2.994 -2.861
H -4.010 2.350 0.554
H 0.346 -3.774 -4.374
H 3.332 -0.907 -0.924
H -1.806 4.058 2.556
H -1.631 3.319 -0.731
H 1.061 1.422 4.034
H -1.408 -3.993 2.213
H 0.221 -2.361 4.849
H 3.377 -4.943 0.531
H 2.022 2.990 1.882
H 4.342 0.574 -2.466
H -2.993 -2.590 5.196
H 0.760 3.749 -2.290
H 5.521 -2.729 0.157
H 2.429 -4.566 -0.921
H -1.057 2.056 -4.235
H 4.708 -3.129 1.690
H 1.047 -2.575 3.268
H -3.006 -3.401 2.655
H 3.057 1.576 -1.802
H -2.063 3.848 4.311
H -4.140 -1.515 7.081
H -2.810 2.303 5.702

(4)
101
Properties=species:S:1:pos:R:3 method="wB97M-V/def2-TZVPD" fmax_ha_per_bohr=0.0457 multiplicity=1 e_homo_ev=-2.13 total_charge=-2 e_lumo_ha=0.136 orbital_gap_ev=5.84
Cs -0.125 1.696 0.996
As 2.478 0.967 -0.900
As 2.837 -0.059 2.157
S 0.249 -0.075 4.824
P -2.404 1.029 -1.947
F -3.503 -1.332 7.051
F -2.301 0.422 6.707
F -1.363 -1.431 7.277
O -3.929 1.475 -2.393
O 2.003 5.300 1.153
O -2.774 -0.605 -2.002
O 0.224 2.733 -1.322
O -1.700 3.696 -1.946
O -1.578 1.003 -3.332
N -1.076 -1.384 2.947
N -0.360 -2.676 -0.310
N -0.183 4.498 0.942
N 2.311 3.446 3.135
N 0.038 -1.535 -1.041
C 6.279 -1.021 -1.022
C 3.294 2.704 -0.529
C 5.517 -1.005 1.255
C -4.441 2.764 -2.023
C 4.329 -0.381 0.880
C -1.938 1.511 -5.632
C 2.303 -1.951 2.126
C -1.082 -0.965 4.248
C -2.110 -2.064 2.457
C 1.363 -4.208 -1.281
C 1.030 4.141 2.989
C -3.572 -1.112 -0.933
C 5.107 -0.378 -1.404
C 6.492 -1.324 0.316
C -4.954 -1.488 -1.430
C -0.596 3.699 -1.339
C 2.602 1.012 -2.862
C -2.123 0.480 -4.538
C -2.318 -0.901 6.497
C 3.876 -0.070 3.831
C -4.516 3.679 -3.228
C -0.976 -4.104 -2.180
C 4.131 -0.038 -0.470
C -2.226 -1.300 5.057
C -0.113 -3.985 -0.927
C -3.283 -2.009 4.512
C 0.956 4.716 1.559
C -0.544 -5.018 0.109
C -3.242 -2.406 3.185
C -0.246 4.919 -0.448
H 3.114 -2.586 2.486
H -4.137 -2.247 5.127
H -2.026 -2.349 1.411
H -4.057 -2.955 2.728
H -5.448 -0.612 -1.859
H 3.199 0.223 4.629
H 7.026 -1.274 -1.765
H 2.594 3.501 -0.779
H 3.505 1.511 -3.212
H -1.593 -4.865 0.382
H 0.196 3.464 3.184
H -3.052 -1.976 -0.521
H 0.916 4.989 3.679
H -0.422 -6.032 -0.280
H -3.809 3.214 -1.256
H -0.699 -3.342 -2.913
H 5.687 -1.261 2.295
H 0.096 -2.631 0.595
H -3.178 0.239 -4.416
H -2.031 -3.957 -1.921
H 2.092 -2.197 1.082
H 2.567 3.353 4.108
H 2.994 4.036 2.667
H -3.650 -0.368 -0.131
H -0.880 1.768 -5.733
H 4.284 -1.055 4.060
H 1.516 -5.220 -1.669
H 3.504 2.768 0.538
H 4.961 -0.128 -2.449
H -3.503 3.866 -3.588
H 0.061 -4.922 1.019
H 0.707 5.346 -0.781
H -1.594 -0.443 -4.782
H 4.221 2.796 -1.091
H 2.566 0.000 -3.264
H 4.686 0.655 3.749
H 1.405 -2.067 2.733
H 7.409 -1.814 0.628
H -0.718 -1.237 -1.644
H -5.561 -1.879 -0.607
H -2.487 2.422 -5.378
H 1.705 -3.509 -2.050
H -4.965 4.637 -2.944
H 1.720 1.565 -3.193
H 0.886 -1.666 -1.577
H -1.042 5.652 -0.603
H -2.304 1.127 -6.589
H -5.127 3.227 -4.017
H -4.879 -2.256 -2.205
H -0.856 -5.088 -2.644
H -5.437 2.591 -1.613
H 1.993 -4.078 -0.395

(5)
101
Properties=species:S:1:pos:R:3 method="wB97M-V/def2-TZVPD" fmax_ha_per_bohr=0.0914 multiplicity=1 e_homo_ev=-10.55 total_charge=+1 e_lumo_ha=-0.146 orbital_gap_ev=6.57
S -1.595 0.891 -3.541
S -1.264 -4.444 0.984
F -3.526 5.393 1.518
F -4.149 5.234 -0.757
F -3.179 2.518 -0.198
O -0.359 -5.328 1.696
O -2.736 -5.182 1.014
O -1.398 -3.194 1.739
O -2.402 10.093 -0.942
O -0.080 -7.547 -2.126
O 4.022 -3.173 -0.189
N -1.168 2.120 4.654
N 1.235 0.026 0.976
N -2.754 2.206 2.878
N 3.471 0.764 1.026
N -0.635 -0.408 -0.421
N -1.902 0.039 -0.864
N -0.726 1.522 0.938
N -1.077 3.988 3.186
C 6.377 -2.916 -0.296
C -0.068 -1.621 -1.026
C 1.402 -1.144 1.852
C -3.383 10.007 -1.984
C 4.522 1.251 0.334
C -4.226 8.778 -1.689
C -2.538 3.718 0.054
C 5.105 -2.398 0.349
C -1.217 -2.711 -1.200
C -1.012 3.923 0.006
C -1.851 -8.931 -1.366
C -1.377 2.555 3.222
C 4.502 -3.927 -1.312
C 1.863 -0.849 3.337
C -1.909 -8.854 -2.881
C -1.064 -7.624 -3.167
C -1.831 0.420 -2.047
C -0.037 0.330 0.474
C 2.383 0.506 0.274
C 5.875 -3.376 -1.653
C 2.268 0.714 -1.174
C -0.432 -8.472 -1.084
C -4.169 8.715 -0.174
C 4.604 1.526 -1.082
C -0.719 -4.153 -0.749
C 3.424 1.241 -1.882
C -3.380 4.796 0.316
C -0.136 2.614 0.094
C -0.335 1.677 2.376
C -2.751 9.181 0.105
H -5.238 8.850 -2.089
H 0.018 2.261 -0.962
H 1.037 -1.188 4.019
H -4.382 7.725 0.227
H -1.438 -9.740 -3.316
H 5.778 -2.517 -2.323
H 0.271 -9.310 -1.126
H 5.433 1.506 0.931
H 0.887 2.919 0.460
H -2.654 9.678 1.072
H 0.745 -2.114 -0.451
H 0.705 2.107 2.455
H -0.796 4.379 -1.004
H 5.532 1.956 -1.510
H -2.884 9.951 -2.953
H -2.044 8.343 0.070
H 3.796 -3.840 -2.141
H -2.921 -8.776 -3.279
H -0.376 0.661 2.853
H -0.567 -7.672 -4.137
H 2.793 -1.406 3.589
H 0.331 -1.449 -2.062
H 6.760 -3.771 0.268
H -4.884 9.423 0.255
H 6.520 -4.111 -2.134
H 3.425 1.435 -2.975
H -2.098 -2.494 -0.538
H -1.344 1.114 4.740
H -1.598 -2.743 -2.251
H -3.170 -4.925 1.855
H 0.439 -1.724 1.912
H -0.472 4.253 3.962
H 4.926 -1.350 0.089
H 5.117 -2.490 1.437
H -1.669 -6.709 -3.128
H 1.357 0.526 -1.771
H 4.558 -4.978 -1.011
H -0.333 -7.985 -0.112
H -3.136 1.594 3.596
H -1.933 4.539 3.260
H 0.378 -4.296 -0.878
H -2.566 -8.226 -0.931
H -0.152 2.207 4.803
H -1.229 -4.954 -1.350
H -3.753 7.888 -2.116
H 2.138 -1.864 1.392
H 7.163 -2.164 -0.349
H -0.718 4.712 0.747
H -3.987 10.920 -1.954
H -3.344 3.026 2.753
H 1.973 0.251 3.477
H -2.064 -9.922 -0.968